Entry 1:
Entry from OMol25: a structure of composition C14H17B2F4GaN9O2 (ωB97M-V/def2-TZVPD).

CARTESIAN COORDINATES (ANGSTROEM)
Ga (0.117, -1.154, -0.035)
C (2.808, 1.243, 2.108)
C (2.340, -0.005, 1.712)
N (1.272, 0.141, 0.937)
N (1.038, 1.478, 0.797)
C (1.962, 2.148, 1.507)
B (-0.174, 1.884, -0.055)
N (-0.037, 1.347, -1.487)
C (0.022, 1.947, -2.692)
C (0.237, 0.988, -3.654)
C (0.310, -0.216, -2.955)
N (0.133, 0.013, -1.659)
N (-1.436, 1.276, 0.605)
C (-2.522, 1.750, 1.246)
C (-3.330, 0.698, 1.611)
C (-2.655, -0.433, 1.165)
N (-1.519, -0.084, 0.577)
N (-0.230, 3.450, -0.204)
C (-1.177, 4.330, -0.164)
C (-0.608, 5.619, -0.509)
C (0.757, 5.318, -0.754)
N (1.015, 4.059, -0.596)
H (3.649, 1.459, 2.742)
H (2.708, -0.990, 1.944)
H (1.965, 3.222, 1.553)
H (-0.078, 3.013, -2.797)
H (0.338, 1.137, -4.713)
H (0.485, -1.218, -3.306)
H (-2.658, 2.794, 1.458)
H (-4.267, 0.746, 2.134)
H (-2.922, -1.473, 1.241)
H (-2.207, 4.101, 0.046)
H (-1.131, 6.558, -0.572)
H (1.547, 5.994, -1.043)
F (0.753, -2.503, -1.129)
B (2.480, -2.964, -1.254)
F (2.630, -2.893, -2.573)
F (2.399, -4.173, -0.679)
F (2.994, -1.969, -0.508)
N (-0.988, -5.639, 0.525)
C (-0.447, -4.745, 1.600)
C (-0.573, -3.327, 1.075)
O (-1.445, -3.092, 0.227)
O (0.255, -2.459, 1.474)
H (-1.291, -6.549, 0.877)
H (-0.285, -5.792, -0.205)
H (-1.774, -5.138, 0.080)
H (0.586, -5.014, 1.804)
H (-1.048, -4.881, 2.499)

Force components x, y, z for each atom (eV/Å):
-0.13 0.21 0.54
0.03 0.01 0.01
-0.03 0.05 0.10
0.09 0.13 -0.23
0.05 -0.17 -0.10
0.00 -0.04 0.09
-0.08 0.25 0.03
-0.06 -0.19 0.00
0.03 -0.04 -0.03
0.01 0.02 -0.02
-0.03 0.06 -0.02
0.08 0.03 0.03
0.00 -0.12 -0.07
0.00 0.03 0.08
0.00 0.01 0.01
-0.03 -0.03 0.10
0.07 -0.06 -0.19
0.17 -0.24 0.15
0.07 0.19 -0.16
-0.14 -0.35 0.07
0.37 0.24 -0.10
-0.38 -0.02 0.13
0.02 0.00 0.00
0.03 -0.04 -0.01
0.02 0.05 -0.01
-0.01 0.02 -0.03
0.01 0.00 -0.04
0.00 -0.02 -0.02
0.00 0.01 0.01
-0.03 0.00 0.01
-0.01 0.01 -0.01
-0.05 -0.02 0.01
0.00 0.08 0.00
0.00 0.06 -0.03
0.05 -0.03 -0.18
-0.34 0.07 -0.10
0.09 -0.02 -0.19
-0.01 -0.34 0.16
0.15 0.21 0.22
-0.03 -0.03 -0.12
0.07 -0.11 0.10
-0.09 -0.07 -0.11
-0.10 -0.12 -0.03
0.10 0.19 -0.11
0.00 0.05 -0.02
-0.02 0.01 0.06
0.07 -0.04 0.05
-0.01 0.07 0.00
0.02 0.03 -0.02

Calculated values
Charge ... +2
Largest force on an atom ... 0.60 eV/Å
Spin multiplicity ... 2
<S²> ... 0.762
Gap between HOMO and LUMO (spin up / spin down) ... 0.340 / 0.181 hartree

Entry 2:
Entry from OMol25: a structure of composition C14H17BF6N6OPd (ωB97M-V/def2-TZVPD).

CARTESIAN COORDINATES (ANGSTROEM)
H (0.532, -2.597, 1.146)
N (-0.161, -1.735, -0.642)
B (-1.379, -1.081, -2.769)
N (-1.125, -2.065, -1.574)
C (-1.695, -3.239, -1.206)
Pd (0.944, 0.039, -0.703)
H (-2.481, -3.690, -1.827)
C (-1.100, -3.662, -0.009)
H (-1.306, -4.545, 0.579)
C (-0.135, -2.688, 0.301)
H (-2.176, -1.510, -3.544)
C (1.621, 1.825, -0.553)
H (2.207, 1.588, 0.386)
H (0.888, 2.602, -0.615)
H (2.351, 1.918, -1.412)
N (0.007, -0.789, -3.408)
N (-1.822, 0.276, -2.119)
N (1.020, -0.287, -2.614)
N (-1.029, 0.882, -1.154)
C (0.491, -0.979, -4.654)
C (-2.958, 1.008, -2.303)
H (-0.131, -1.414, -5.421)
H (-3.724, 0.664, -2.990)
C (1.839, -0.553, -4.691)
C (-2.875, 2.128, -1.469)
C (2.102, -0.099, -3.391)
C (-1.657, 2.005, -0.768)
H (2.513, -0.588, -5.514)
H (-3.611, 2.922, -1.379)
H (3.020, 0.334, -2.994)
H (-1.280, 2.687, -0.024)
H (2.384, -0.169, -1.147)
C (2.195, 0.759, 3.225)
C (1.012, -0.053, 2.684)
O (1.213, -0.569, 1.476)
C (0.786, -1.273, 3.712)
F (0.760, -0.861, 5.013)
F (-0.368, -1.954, 3.472)
F (1.813, -2.163, 3.591)
C (-0.300, 0.848, 2.700)
F (-0.745, 1.114, 3.956)
F (-0.028, 2.058, 2.112)
F (-1.327, 0.286, 2.004)
H (3.059, 0.094, 3.321)
H (1.952, 1.187, 4.197)
H (2.453, 1.553, 2.522)

Force components x, y, z for each atom (eV/Å):
-0.12 -0.10 -0.28
-0.89 -2.11 0.09
0.58 0.19 1.13
0.78 -0.32 0.85
0.22 0.13 0.24
-3.19 -0.59 4.21
0.48 0.30 0.47
-0.05 0.14 -0.40
-0.11 0.08 -0.23
-0.99 0.06 -1.21
-0.04 0.06 -0.08
4.01 0.21 -0.44
-0.64 1.57 -0.84
-0.40 0.20 0.45
-0.61 0.65 1.14
1.49 0.07 -0.06
-0.23 0.79 0.78
-0.02 -0.31 -5.65
-1.13 0.26 -0.66
0.98 0.44 0.53
1.31 0.09 0.79
0.01 0.07 0.02
0.24 0.15 0.15
-1.48 -0.19 0.67
-0.10 -0.32 -0.17
-0.78 -0.59 -0.49
-0.79 -0.73 -1.05
0.19 0.03 -0.38
0.27 -0.28 0.03
-0.42 -0.24 -0.09
0.26 -0.23 0.02
1.20 -0.04 0.63
0.16 0.07 -0.08
-0.68 -0.30 1.74
-0.24 0.31 -1.25
0.02 0.18 0.10
0.01 -0.45 -0.94
0.87 0.52 0.18
-0.83 0.69 0.07
-0.13 0.12 -0.19
0.32 -0.20 -0.92
-0.29 -0.91 0.36
0.97 0.53 0.66
-0.18 0.08 0.01
0.07 0.02 -0.04
-0.12 -0.09 0.12

Calculated values
Largest force on an atom ... 5.65 eV/Å
Spin multiplicity ... 3
<S²> ... 2.012
Gap between HOMO and LUMO (spin up / spin down) ... 0.284 / 0.206 hartree

Entry 3:
Entry from OMol25: a structure of composition C14H17BeN3O (ωB97M-V/def2-TZVPD).

CARTESIAN COORDINATES (ANGSTROEM)
C (2.184, -2.266, 2.998)
C (-0.535, -1.896, 2.685)
H (2.290, -2.156, 1.907)
H (3.144, -2.587, 3.422)
H (1.914, -1.310, 3.446)
H (-1.440, -1.783, 2.057)
H (-0.719, -3.908, 3.137)
H (0.010, -1.046, 3.090)
C (1.980, -0.052, -1.308)
C (2.395, -0.514, -2.551)
C (1.660, -0.152, -3.690)
C (0.463, 0.557, -3.551)
H (2.496, -0.284, -0.371)
H (3.278, -1.165, -2.613)
H (2.007, -0.464, -4.677)
H (-0.211, 0.745, -4.390)
N (0.871, 0.698, -1.178)
C (0.085, 0.971, -2.280)
C (-1.218, 1.469, -1.875)
N (-1.336, 1.559, -0.504)
C (-2.541, 1.733, 0.059)
C (-3.578, 1.879, -2.112)
C (-3.682, 1.885, -0.720)
H (-2.570, 1.733, 1.154)
H (-4.654, 1.997, -0.233)
C (-2.336, 1.609, -2.697)
H (-2.212, 1.451, -3.773)
H (-4.460, 2.031, -2.741)
Be (0.156, 1.311, 0.153)
C (0.857, 2.047, 1.487)
H (0.141, 2.742, 1.945)
H (1.691, 2.640, 1.104)
H (1.248, 1.407, 2.286)
O (1.492, -4.421, 3.917)
C (1.244, -3.367, 3.383)
N (-0.116, -3.096, 3.033)

Force components x, y, z for each atom (eV/Å):
1.27 -0.52 0.52
-1.70 2.49 -1.09
-0.29 -0.04 0.39
-0.08 0.31 -0.26
0.04 -0.06 -0.11
0.71 -0.01 0.69
0.07 0.31 -0.10
-0.45 -0.07 -0.47
0.23 -0.21 -0.82
0.60 -0.10 1.28
-1.10 0.44 -0.55
0.99 -0.54 -0.56
-0.05 0.07 -0.44
-0.46 0.47 -0.04
-0.22 0.04 0.28
0.46 -0.01 0.15
0.17 -0.10 -0.10
-1.32 -0.01 0.73
0.74 -0.85 -0.35
0.24 -0.02 0.06
-0.78 0.22 -0.49
0.94 -0.39 -1.29
0.04 0.14 1.41
-0.02 0.05 -0.45
0.40 0.03 -0.16
-1.01 0.36 -0.06
-0.24 0.29 0.44
0.32 -0.15 0.24
-0.13 0.11 0.00
-0.11 -0.07 0.62
0.18 -0.03 0.06
0.12 0.10 0.11
0.04 0.10 -0.02
0.64 0.04 -0.01
-2.38 0.12 -0.55
2.15 -2.50 0.93

Calculated values
Largest force on an atom ... 3.42 eV/Å
Energy relative to the best compared isomer or geometry (same formula, charge and spin) ... 0.0 kcal per mole
Gap between HOMO and LUMO (spin up / spin down) ... 0.217 / 0.246 hartree

Entry 4:
Entry from OMol25: a structure of composition C14H17BrN2O2RhSi (ωB97M-V/def2-TZVPD).

CARTESIAN COORDINATES (ANGSTROEM)
Rh (0.377, 0.948, -0.784)
C (-4.918, -0.067, -3.053)
C (-3.467, 0.273, -2.875)
C (-2.701, 0.746, -3.955)
C (-1.368, 1.092, -3.816)
C (-0.863, 0.930, -2.539)
Br (2.365, -0.059, -1.410)
N (-1.549, 0.474, -1.539)
C (-2.848, 0.142, -1.648)
H (-5.063, -0.695, -3.932)
H (-5.505, 0.841, -3.194)
H (-5.312, -0.594, -2.186)
H (-3.178, 0.843, -4.923)
H (-0.772, 1.462, -4.636)
H (-3.357, -0.217, -0.765)
C (0.015, 1.382, 2.487)
Si (0.511, -0.172, 1.613)
C (-0.835, -1.423, 1.394)
C (2.186, -0.809, 1.929)
C (3.216, 0.063, 2.305)
C (4.492, -0.422, 2.530)
C (4.753, -1.779, 2.379)
C (3.741, -2.655, 2.003)
C (2.465, -2.173, 1.773)
H (-0.172, 1.060, 3.519)
H (-0.907, 1.816, 2.101)
H (0.797, 2.139, 2.506)
H (-0.941, -1.969, 2.338)
H (-0.619, -2.149, 0.612)
H (-1.788, -0.939, 1.180)
H (3.027, 1.125, 2.411)
H (5.285, 0.253, 2.821)
H (5.752, -2.156, 2.553)
H (3.951, -3.709, 1.888)
H (1.684, -2.862, 1.475)
O (1.528, 2.788, -0.124)
N (0.540, 3.534, -0.077)
O (-0.523, 2.936, -0.361)

Force components x, y, z for each atom (eV/Å):
0.23 0.38 0.24
0.01 0.00 0.01
-0.02 -0.01 0.00
0.00 0.01 0.00
-0.03 0.00 -0.01
-0.20 -0.08 -0.20
0.06 -0.21 0.02
-0.16 -0.11 -0.10
0.03 0.01 0.01
0.00 -0.01 0.00
0.00 0.00 0.00
0.00 0.00 0.00
0.02 0.01 -0.01
-0.01 0.00 -0.01
-0.02 0.00 -0.01
0.00 -0.06 -0.01
0.03 -0.06 -0.03
0.06 -0.01 0.01
-0.01 0.06 0.01
-0.01 -0.02 -0.01
0.01 -0.01 0.00
-0.02 0.01 -0.01
0.02 0.00 0.00
0.00 0.01 0.02
-0.01 0.03 0.01
0.00 0.02 -0.02
0.00 -0.01 -0.02
0.00 0.00 0.00
0.02 0.01 -0.01
0.00 0.01 -0.01
-0.01 0.00 0.01
0.00 0.00 0.00
0.00 0.00 0.01
0.00 0.00 0.00
-0.01 0.00 0.00
-0.06 -0.03 0.02
-0.05 0.09 0.05
0.14 -0.02 0.04

Calculated values
Charge ... +1
Largest force on an atom ... 0.51 eV/Å
Energy relative to the best compared isomer or geometry (same formula, charge and spin) ... 28.5 kcal per mole
Spin multiplicity ... 5
<S²> ... 6.018
Gap between HOMO and LUMO (spin up / spin down) ... 0.273 / 0.232 hartree

Entry 5:
Entry from OMol25: a structure of composition C14H17BrN2O3 (ωB97M-V/def2-TZVPD).

CARTESIAN COORDINATES (ANGSTROEM)
O (0.318, -2.014, 2.538)
C (-0.116, -1.880, 1.416)
N (-0.839, -0.965, 0.970)
H (-1.027, -0.793, -0.135)
C (-1.451, 0.296, 1.571)
C (-0.647, 1.655, 1.161)
C (-1.490, 2.908, 1.541)
C (-2.408, 2.356, 2.791)
C (-3.328, 1.181, 2.609)
C (-2.831, 0.286, 1.664)
H (-3.061, -0.913, 1.857)
H (-3.091, 0.416, 0.533)
H (-4.447, 1.715, 2.307)
H (-3.370, 0.675, 3.712)
H (-1.692, 2.160, 3.558)
H (-2.774, 3.396, 3.192)
H (-2.396, 3.034, 0.787)
H (-0.973, 3.722, 1.640)
H (0.232, 1.574, 1.735)
H (-0.418, 1.531, 0.165)
H (-0.959, -0.061, 2.598)
C (0.632, -2.883, 0.195)
H (-0.359, -3.221, -0.377)
H (1.033, -3.718, 0.710)
O (1.336, -2.591, -0.722)
C (1.053, -1.566, -1.574)
O (-0.117, -1.050, -1.935)
C (2.289, -1.257, -2.388)
C (2.170, -0.208, -3.573)
C (3.177, 0.174, -4.235)
C (4.427, -0.424, -3.885)
N (4.537, -1.094, -2.931)
C (3.596, -1.480, -2.075)
H (3.746, -1.966, -1.321)
H (5.307, 0.052, -4.486)
Br (3.027, 1.038, -5.724)
H (0.914, -0.086, -3.892)

Force components x, y, z for each atom (eV/Å):
-0.56 -0.45 0.92
6.23 -3.26 -0.26
-5.60 6.64 -7.87
1.11 -1.85 3.06
9.01 -2.05 4.54
-2.87 -1.41 1.56
-6.68 -7.94 -1.54
2.30 5.27 0.52
-4.88 4.09 4.06
-2.80 -6.40 -5.29
-0.12 3.13 -0.34
-0.80 0.17 1.74
2.86 -2.10 0.97
-0.39 1.11 -2.70
0.66 -0.61 0.64
-0.58 -2.24 -0.58
2.28 0.18 0.75
2.69 4.70 1.04
1.22 0.26 0.61
0.63 0.22 -2.49
-1.41 1.87 -0.82
-13.20 -3.99 8.57
0.77 -0.23 1.77
0.24 -0.68 0.94
8.61 7.07 -9.80
-2.99 1.18 -3.85
5.58 -2.84 2.99
-0.53 4.23 -2.29
-9.60 -4.73 4.65
3.29 -1.25 0.15
0.36 7.44 -7.55
3.99 -5.66 7.63
-4.56 4.09 -7.73
2.79 -5.45 8.36
-1.00 -1.53 0.85
-0.24 2.86 -4.15
4.20 0.17 0.95

Calculated values
Largest force on an atom ... 16.24 eV/Å
Energy relative to the best compared isomer or geometry (same formula, charge and spin) ... 268.8 kcal per mole
Gap between HOMO and LUMO ... 0.293 hartree

Entry 6:
Entry from OMol25: a structure of composition C14H17ClF5N4O8S2TeW (ωB97M-V/def2-TZVPD).

CARTESIAN COORDINATES (ANGSTROEM)
W (-1.588, -0.525, -0.293)
O (1.297, -2.287, 2.773)
Cl (-0.099, -2.298, 2.520)
O (-0.649, -3.600, 2.592)
O (-0.813, -1.359, 3.289)
O (-0.182, -1.881, 1.005)
C (-6.126, 0.909, -0.006)
C (-5.290, 2.148, 0.347)
C (-3.874, 1.838, 0.228)
N (-2.778, 1.526, 0.098)
H (-7.179, 1.164, 0.080)
H (-5.905, 0.086, 0.671)
H (-5.923, 0.577, -1.022)
H (-5.478, 2.477, 1.370)
H (-5.508, 2.982, -0.322)
S (1.415, -2.480, -1.893)
C (2.904, -2.217, -1.088)
N (4.049, -2.269, -1.769)
C (5.351, -2.044, -1.146)
C (5.179, -1.077, 0.013)
C (4.128, -1.610, 0.969)
N (2.931, -1.987, 0.219)
H (3.995, -2.510, -2.744)
H (6.020, -1.640, -1.904)
H (5.764, -2.993, -0.795)
H (4.874, -0.100, -0.368)
H (6.126, -0.956, 0.535)
H (3.830, -0.860, 1.700)
H (4.501, -2.481, 1.513)
H (2.049, -2.008, 0.709)
F (-2.444, -4.904, -1.374)
Te (-2.037, -3.663, -0.038)
F (-0.313, -4.444, -0.299)
F (-2.720, -1.133, 1.082)
F (-3.779, -3.032, -0.604)
F (-3.158, -0.465, -1.274)
O (-1.332, -2.128, -1.180)
O (-1.040, 0.554, -2.105)
C (-0.190, 1.070, -1.334)
N (0.483, 0.160, -0.559)
S (0.611, 0.939, 0.938)
O (1.693, 0.585, 1.774)
O (-0.776, 0.658, 1.400)
C (0.592, 2.571, 0.296)
C (0.873, 3.769, 0.909)
C (0.503, 4.921, 0.211)
C (-0.161, 4.854, -1.011)
C (-0.451, 3.629, -1.612)
C (-0.048, 2.490, -0.942)
H (1.361, 3.818, 1.873)
H (0.727, 5.887, 0.640)
H (-0.455, 5.770, -1.505)
H (-0.959, 3.567, -2.565)

Force components x, y, z for each atom (eV/Å):
-0.37 -1.81 -0.24
0.01 -0.03 0.06
0.53 0.41 -0.21
-0.25 -0.27 -0.07
-0.17 0.18 0.07
-0.71 0.12 0.12
0.02 -0.04 -0.02
-0.01 0.00 0.06
0.03 0.16 0.04
0.07 -0.32 -0.16
0.00 -0.02 0.00
-0.02 0.01 0.02
-0.01 0.01 -0.02
0.01 0.02 -0.02
0.02 0.00 0.02
0.44 0.05 -0.36
-0.72 -0.20 -0.31
0.30 0.14 0.14
-0.08 -0.12 -0.04
0.06 -0.02 0.04
-0.10 -0.17 0.04
0.20 0.36 0.20
-0.12 0.07 0.00
0.02 0.00 0.02
0.05 0.02 0.01
0.01 0.00 -0.02
0.00 0.03 0.01
0.08 -0.02 0.01
0.05 0.02 0.01
0.05 -0.09 -0.11
0.10 0.27 0.36
0.19 -1.73 -1.14
-0.39 0.30 0.19
0.59 0.30 -0.45
0.36 0.20 0.11
0.23 0.18 -0.11
-0.34 1.57 1.77
-0.16 0.05 0.21
0.47 0.59 -0.31
-1.29 0.08 0.54
0.45 -0.01 -0.03
-0.06 0.18 -0.19
0.16 -0.26 0.13
-0.32 0.01 -0.09
0.02 0.07 -0.08
0.02 -0.04 0.01
-0.01 -0.12 0.03
0.12 -0.01 0.14
0.49 -0.16 -0.40
-0.04 0.00 0.03
-0.02 0.01 0.00
0.03 0.01 -0.01
0.03 0.00 -0.03

Calculated values
Charge ... +1
Largest force on an atom ... 2.39 eV/Å
Energy relative to the best compared isomer or geometry (same formula, charge and spin) ... 111.5 kcal per mole
Gap between HOMO and LUMO (spin up / spin down) ... 0.161 / 0.161 hartree

Q: Number 3 is which compound?
A: C14H17BeN3O